Run P
ORCA calculation (the ωB97M-V functional and the def2-TZVPD basis) on a 6-piece molecular cluster, CH13O5S overall.

- HOMO-LUMO gap: 6.86 eV
- Highest occupied orbital energy: -3.420 eV
- M: 137.18 g/mol
- Net charge: -1

```
20
Properties=species:S:1:pos:R:3:lowdin_charge:R:1
C 0.17224 1.22196 1.30834 -0.65
S -0.89165 1.94697 0.01696 0.23
H 0.14172 1.94633 2.13550 0.00
H -0.09547 0.25631 1.54028 -0.07
H 1.23293 1.46572 1.04368 0.01
H 0.76356 1.05531 -1.71144 -0.05
H 2.18863 0.71060 -1.87156 0.02
O 1.49216 1.13459 -2.39033 -0.13
H 2.35270 -0.51715 0.48616 0.02
H 1.47088 -1.64439 1.10578 -0.04
O 2.27694 -1.15125 1.22566 -0.09
H -2.52085 0.78904 1.37985 -0.04
H -2.46306 -0.40292 0.49020 -0.12
O -2.75168 -0.14102 1.25193 -0.07
H -0.45595 -2.02072 1.74384 0.07
H -0.54400 -1.20642 0.39155 0.00
O -0.21240 -1.98491 0.81085 -0.05
H 0.06788 -0.65458 -3.14071 0.04
H -1.32090 0.05309 -2.87746 0.05
O -0.90368 -0.85655 -2.93908 -0.14
```


Run Q
ORCA calculation (the ωB97M-V functional and the def2-TZVPD basis) on a 6-piece molecular cluster, CH13O5S overall.

- HOMO-LUMO gap: 6.32 eV
- Highest occupied orbital energy: -3.248 eV
- M: 137.18 g/mol
- Net charge: -1

```
20
Properties=species:S:1:pos:R:3:lowdin_charge:R:1
C 1.60288 0.23961 1.47958 -0.67
S 1.29473 1.80445 0.66236 0.26
H 1.71685 -0.60232 0.79042 -0.01
H 2.42479 0.12192 2.19026 0.00
H 0.67149 -0.03612 1.98166 -0.03
H 1.31452 1.01982 -1.12047 -0.15
H 1.65069 -0.35372 -1.58578 -0.02
O 1.36178 0.47395 -1.97866 -0.19
H -0.17321 -3.11829 -1.08869 0.04
H 0.97167 -2.14024 -1.59122 0.02
O 0.18963 -2.23274 -1.04766 -0.04
H -0.84967 -1.52619 2.41122 0.01
H -1.93322 -1.93704 1.40357 -0.01
O -1.43528 -2.24806 2.17011 -0.08
H -2.54470 0.34413 0.45072 0.05
H -2.30286 -0.45984 -0.76972 0.03
O -2.78953 -0.51191 0.07038 -0.07
H -0.71510 2.33269 -1.60766 0.01
H -0.48896 0.86425 -1.66315 -0.02
O -1.16696 1.53255 -1.89813 -0.12
```


The most stable of them is run Q.


Run P
ORCA calculation (the ωB97M-V functional and the def2-TZVPD basis) on a 2-piece molecular cluster, C5H10O overall.

- HOMO-LUMO gap (spin up / spin down): 3.08 / 5.85 eV
- Highest occupied orbital energy (spin up / spin down): 0.479 / -2.323 eV
- M: 86.13 g/mol
- Expectation value of S²: 0.77
- Net charge: -1
- Multiplicity: 2

```
16
Properties=species:S:1:pos:R:3:lowdin_charge:R:1
C -0.20613 1.30632 -2.22992 -0.16
C 0.53351 1.12478 -1.07416 -0.33
C 0.16758 0.46857 0.12333 -0.25
C 0.56689 0.84219 1.40919 -0.29
C -0.09566 0.34916 2.65559 -0.22
H 0.21579 1.90263 -3.03652 -0.02
H -1.29035 1.35666 -2.15217 -0.01
H 1.59643 1.39104 -1.13322 0.07
H -0.73646 -0.13832 0.08774 0.07
H 1.20649 1.70832 1.48481 0.04
H -0.07509 -0.73390 2.81137 0.04
H 0.39121 0.80415 3.52085 0.04
H -1.15602 0.63588 2.70493 0.04
H -0.18583 -3.23683 -0.15629 0.03
H -1.34632 -3.49316 -1.15630 0.02
O -0.57488 -2.94370 -0.99405 -0.07
```


Run Q
ORCA calculation (the ωB97M-V functional and the def2-TZVPD basis) on a 2-piece molecular cluster, C5H10O overall.

- HOMO-LUMO gap (spin up / spin down): 3.78 / 7.09 eV
- Highest occupied orbital energy (spin up / spin down): 0.448 / -2.889 eV
- M: 86.13 g/mol
- Expectation value of S²: 0.75
- Net charge: -1
- Multiplicity: 2

```
16
Properties=species:S:1:pos:R:3:lowdin_charge:R:1
C -2.08511 -1.18968 -0.78587 -0.13
C -1.28814 0.03146 -0.43903 -0.25
C -1.66217 0.69910 0.65685 -0.06
H -2.85418 -1.03419 -1.55937 0.06
H -1.45878 -2.00644 -1.13851 0.07
H -2.67973 -1.50853 0.07027 0.06
H -0.70718 0.60584 -1.14700 0.08
H -1.00084 1.37863 1.18076 0.03
H -2.51831 0.35089 1.23042 0.04
O 1.29367 -1.12103 0.39611 -0.26
C 1.55663 0.12580 0.57420 -0.55
C 2.84642 0.71903 0.04289 -0.20
H 1.07507 0.62006 1.44567 0.03
H 3.05234 1.71902 0.38585 0.03
H 2.75633 0.63040 -1.05489 0.04
H 3.67398 -0.02035 0.14167 0.04
```


The most stable of them is run P.


Run P
ORCA calculation (the ωB97M-V functional and the def2-TZVPD basis) on a 2-piece molecular cluster, FH3N2OS overall.

- HOMO-LUMO gap (spin up / spin down): 8.77 / 7.45 eV
- Highest occupied orbital energy (spin up / spin down): -9.925 / -9.802 eV
- M: 98.10 g/mol

```
8
Properties=species:S:1:pos:R:3:lowdin_charge:R:1
N 1.99316 0.24649 -0.04577 0.01
N -1.64564 0.51312 -0.35282 0.02
O -1.76111 -0.64695 0.17281 -0.67
F -2.59464 1.37542 0.21121 -0.05
S -0.94764 -1.94002 -0.18185 0.73
H 1.72868 -0.76512 -0.06863 -0.02
H 1.85947 0.45928 0.91459 -0.01
H 1.36772 0.75777 -0.64954 -0.01
```


Run Q
ORCA calculation (the ωB97M-V functional and the def2-TZVPD basis) on one molecule with the formula FH3N2OS.

- HOMO-LUMO gap: 11.21 eV
- Highest occupied orbital energy: -10.738 eV
- SMILES: N=[S@@](N)(=O)F
- M: 98.10 g/mol

```
8
Properties=species:S:1:pos:R:3:lowdin_charge:R:1
N 0.01615 1.20829 1.00756 -0.19
N -0.88526 -0.54398 -0.56227 -0.09
O 1.52983 0.47849 -0.93565 -0.31
F 1.06743 -1.22787 0.81410 -0.24
S 0.49219 0.12354 0.03932 0.67
H 0.26893 2.02472 0.51099 0.00
H -0.89508 -1.48689 -1.00183 0.10
H -1.59419 -0.57630 0.12779 0.05
```


The most stable of them is run Q.


Run P
ORCA calculation (the ωB97M-V functional and the def2-TZVPD basis) on a 2-piece molecular cluster, C2H3N2O3 overall.

- HOMO-LUMO gap: 6.92 eV
- Highest occupied orbital energy: -3.187 eV
- M: 103.06 g/mol
- Net charge: -1

```
10
Properties=species:S:1:pos:R:3:lowdin_charge:R:1
C -0.21708 1.16158 -0.38745 -0.18
C 1.03267 1.06729 -0.16260 -0.24
N -1.25049 0.22337 0.02630 -0.06
N -2.31609 0.83146 -0.20233 -0.35
O -3.40010 0.37000 0.19333 -0.24
O 0.74182 -1.85630 -0.24129 -0.04
O 2.18903 0.95809 0.11865 0.07
H -0.60254 2.08023 -0.75234 0.08
H -0.13230 -1.86248 0.08759 -0.01
H 1.27556 -1.13081 -0.02960 -0.04
```


Run Q
ORCA calculation (the ωB97M-V functional and the def2-TZVPD basis) on a 2-piece molecular cluster, C2H3N2O3 overall.

- HOMO-LUMO gap: 8.25 eV
- Highest occupied orbital energy: -4.110 eV
- M: 103.06 g/mol
- Net charge: -1

```
10
Properties=species:S:1:pos:R:3:lowdin_charge:R:1
C -2.61286 0.38842 0.20256 -0.61
C 1.88944 -0.06225 0.00328 -0.21
N -0.17020 -0.92400 -0.61112 -0.16
N 1.09502 -1.05187 -0.66935 -0.13
O -2.88896 1.39553 -0.31074 0.11
O -2.92400 -0.59129 0.75102 0.10
O -0.69045 0.13030 -0.02476 -0.22
H 2.87002 -0.41244 0.31196 0.05
H 1.96171 0.76589 -0.57904 0.02
H 1.47028 0.36170 0.92618 0.06
```


The most stable of them is run Q.